DFT (ωB97M-V/def2-TZVPD) results for C32H37ClN2Si2Ti as an isolated structure at a distorted geometry.

## Properties
Gap between HOMO and LUMO (spin up / spin down) in eV: 5.25 / 7.85
Maximum force in eV/Å: 2.2
Electronic energy in hartree: -3239.76147
<S²>: 2.0062
Spin multiplicity: 3
E_HOMO (spin up / spin down) in eV: -5.05 / -7.69

Element x y z (Å)
C: 2.179997 2.646510 5.178758
C: 1.453655 -4.046906 -0.328930
Si: -1.937249 -1.237528 -2.456803
C: -4.403141 -0.538790 -3.671836
H: 1.595822 3.884283 3.588076
C: -2.287120 -3.054575 -2.239693
H: 5.219110 2.914255 2.258873
H: 0.549898 2.705221 3.874753
C: -0.596666 3.649537 -1.996137
C: -3.256416 -3.416486 -1.289962
C: 2.982038 0.263796 4.564495
C: -3.585041 -0.331445 -2.547266
H: 3.551844 -0.518007 5.087130
H: -2.981970 -6.805040 -1.522747
Ti: 2.340849 1.776734 2.185241
H: 1.923144 -0.009425 4.671376
H: 1.898839 -0.279333 -1.120071
H: 1.327522 -5.103667 -0.086977
H: 4.701492 0.968742 0.427395
H: -4.075506 -1.213832 -4.468036
C: 0.477219 -3.131334 0.063484
H: -1.221521 -6.156526 -3.163543
C: 2.791034 2.102336 0.058853
C: 2.589146 -3.612062 -1.022681
C: 4.026261 1.780216 0.707603
N: 3.359428 0.204022 3.120215
H: -0.750648 -3.730779 -3.592436
H: 3.225922 4.726429 2.129785
Cl: 0.498899 0.511143 2.002456
H: -0.555402 4.647184 -2.444546
C: -3.491864 -4.768500 -1.023921
C: -6.042333 1.005995 -2.770027
H: 0.391706 0.453936 -2.634748
C: -1.781671 -5.387201 -2.630905
H: -5.538574 1.919987 -0.866058
C: -5.635314 0.117633 -3.769853
H: 2.525074 3.619893 5.553233
C: -0.741414 1.051009 -0.871317
H: 3.624510 1.471928 6.161717
H: 0.394360 2.672327 -3.666300
C: 4.303340 2.813483 1.669852
H: -0.971900 -1.053134 -3.575285
C: -0.066533 1.285996 -2.083715
H: 1.391057 3.835115 0.303223
H: 1.383066 2.325875 5.861482
C: -1.192786 3.451927 -0.742958
H: -1.713354 -0.943662 0.942675
C: 3.319292 1.647189 5.127696
H: -0.381062 -3.464402 0.648176
C: -4.036177 0.516452 -1.519772
H: 4.196453 2.092271 4.625820
C: -5.243501 1.208167 -1.642039
H: -3.805876 -2.632369 -0.756398
N: 1.564213 2.880534 3.815045
C: 0.550110 -1.791286 -0.356937
H: -1.629562 4.304720 -0.212663
H: 3.340496 -4.332330 -1.348577
C: -1.262634 2.167241 -0.191476
H: -6.973878 1.557768 -2.877656
Si: -1.023273 -0.754670 -0.347614
C: 3.233388 3.768618 1.612493
C: 2.289678 3.319260 0.625720
H: 3.696358 -1.878561 -1.717664
H: -6.272220 -0.050863 -4.638674
H: 4.382191 0.247026 3.019433
H: -1.757975 2.029553 0.771425
H: -4.261421 -5.041532 -0.302942
H: -3.433899 0.661627 -0.617896
C: -2.766661 -5.751669 -1.704346
C: 2.770165 -2.246608 -1.261616
C: -1.529785 -4.036551 -2.892678
C: 1.758780 -1.342225 -0.913688
H: 2.363920 1.590793 -0.793418
H: 3.079059 -0.692209 2.698125
C: -0.044987 2.556778 -2.671800

Force components x, y, z for each atom (eV/Å):
-0.6 0.6 -0.5
0.2 0.1 0.2
-0.5 -0.5 1.2
-0.3 0.4 0.3
0.2 -0.7 0.1
0.0 -0.2 -0.4
-0.4 -0.1 -0.2
0.5 -0.2 0.0
0.0 -0.2 0.0
0.3 -0.6 -0.2
0.6 -0.6 -0.5
-0.1 0.1 -0.4
-0.1 0.3 0.2
0.1 0.3 0.0
0.8 0.5 -0.2
0.2 0.3 -0.2
-0.1 -0.4 0.0
0.1 0.3 0.0
-0.4 0.2 0.3
-0.1 0.2 0.2
0.0 0.1 -0.6
-0.1 0.1 0.2
0.8 0.6 -0.2
-0.1 0.1 0.1
0.1 0.9 -0.6
0.5 -1.6 0.6
-0.2 -0.2 0.1
-0.2 -0.4 0.1
-1.5 -1.2 0.5
-0.1 -0.4 0.2
0.0 0.3 -0.1
0.2 0.0 0.0
-0.3 0.4 0.3
-0.1 0.1 0.1
0.0 -0.3 -0.3
0.2 0.0 0.0
0.1 -0.3 0.0
0.5 0.5 0.4
0.1 0.2 0.1
0.0 0.1 0.4
0.1 0.4 -0.4
-0.3 0.1 0.0
-0.4 0.2 -0.3
0.2 -0.1 0.0
0.2 -0.1 -0.1
0.0 -0.2 -0.2
-0.4 0.0 -0.3
0.2 -0.2 0.7
0.1 -0.1 -0.3
0.0 0.0 -0.3
-0.4 -0.3 0.0
0.1 -0.1 -0.1
0.1 -0.3 -0.2
-1.2 1.1 1.5
0.3 -0.1 0.4
0.2 -0.3 -0.1
-0.2 0.2 0.1
-0.1 0.2 -0.4
0.1 -0.2 0.0
1.2 0.8 -0.6
0.6 -0.5 -1.0
0.4 0.8 -0.7
-0.4 -0.2 0.1
0.1 0.1 0.2
-0.6 0.1 0.2
0.2 0.0 -0.2
0.2 -0.1 -0.1
-0.2 0.0 -0.4
0.1 0.2 -0.2
-0.1 0.1 0.2
-0.5 -0.2 0.4
0.0 -0.3 -0.4
-0.1 0.1 0.3
0.0 0.3 0.4
0.1 0.0 0.3



DFT (ωB97M-V/def2-TZVPD) results for a 2-piece molecular cluster, C32H37F3N3 overall at a distorted geometry.

## Properties
Total charge: +1
Gap between HOMO and LUMO in eV: 5.15
Maximum force in eV/Å: 2.8
Electronic energy in hartree: -1705.19613
Spin multiplicity: 1
E_HOMO in eV: -9.44

Element x y z (Å)
C: -2.783510 0.632340 1.416858
H: 2.731085 0.887353 -1.899145
C: -3.320757 0.949384 0.161751
C: -4.657539 0.635256 -0.109554
N: 1.328925 -2.716368 -1.930251
C: -0.035856 1.946644 -3.517805
H: -0.913707 -0.833184 -0.387007
H: -2.996616 1.838893 -1.763263
H: -7.531013 -0.073671 1.395281
C: 5.873010 -1.194665 0.702572
H: 1.691352 2.725574 0.252426
H: 1.148493 -3.694717 -0.059619
H: -7.233243 0.181072 -0.343144
C: 2.084603 0.472314 1.825303
H: 1.840824 -2.613655 3.257044
H: 0.845045 -1.195081 3.665809
H: -3.618554 -1.099621 4.243525
C: -4.881180 -0.333304 2.086038
C: 1.189527 2.021994 -2.868423
C: 1.779481 -3.730802 -0.964466
C: 2.379564 -0.851462 2.173523
H: 2.825512 -3.534891 -0.671396
C: 1.436367 -1.435802 -1.573074
F: -2.082846 3.119371 -3.772685
H: -2.110699 2.623733 -0.445887
C: -0.125098 -0.421222 -3.228939
H: 1.833816 -2.455231 -3.978083
H: -1.566986 0.685215 -4.363885
C: -0.722515 3.207069 -3.940765
C: 3.011477 1.289207 1.179309
H: 1.698730 -4.716305 -1.439876
H: -5.087178 0.900764 -1.079219
C: -2.458521 1.656229 -0.830724
H: 3.893422 -2.388537 2.103704
H: 0.580586 -2.077206 2.149484
H: 3.412163 3.158357 0.223991
C: 1.353989 -1.719212 2.844875
H: 4.979331 1.382978 0.334020
H: 1.602496 -4.146535 -3.414226
C: -3.550204 -0.029949 2.386529
H: 6.637287 -1.040829 1.472553
C: 1.230211 -3.118432 -3.343113
C: -2.955405 -0.409059 3.705208
H: -7.023419 -1.424098 0.379340
C: -1.077357 1.891948 2.742650
H: -0.644444 -1.365540 -3.361198
C: 1.038943 -0.348298 -2.436256
C: 3.635831 -1.362816 1.824129
C: 2.626827 2.694246 0.834637
H: 5.781375 -2.274831 0.555936
C: 4.255436 0.741655 0.837548
C: -0.080298 -0.526158 0.239879
H: 2.232701 -1.252599 -0.827970
H: 0.840264 -1.089749 0.422870
F: -0.303231 4.290875 -3.222261
N: -1.441413 1.017998 1.727254
C: 1.751775 0.863351 -2.374291
C: 0.261977 1.874163 2.846737
H: 2.487177 3.310446 1.740125
H: -5.503193 -0.843542 2.821029
H: -2.804769 0.474215 4.341690
C: -0.668720 0.734123 -3.758581
H: -1.557852 1.078298 -1.064708
H: 0.200012 -3.108308 -3.717083
H: 0.903526 2.446849 3.495137
C: -5.447813 -0.000243 0.851843
H: 1.701813 2.974641 -2.796632
N: 0.745658 0.938266 1.963307
H: -1.804217 2.447619 3.311931
C: -6.884627 -0.346952 0.552497
H: -1.984578 -0.916461 3.584363
H: 6.244151 -0.750595 -0.224884
C: 4.564389 -0.591812 1.117496
C: -0.300816 0.441321 1.199006
F: -0.500945 3.497966 -5.260759

Force components x, y, z for each atom (eV/Å):
-0.7 -0.1 -0.2
-0.3 0.0 0.2
-0.1 0.0 0.4
0.3 -0.1 0.3
0.3 1.2 0.7
-0.3 0.2 0.1
0.3 -0.5 0.4
0.0 0.0 0.1
0.1 0.0 -0.2
0.3 -0.1 0.0
0.2 0.0 0.3
0.2 -0.1 -0.5
0.0 -0.1 0.2
0.0 -0.2 -0.4
-0.1 0.3 0.0
0.1 -0.1 -0.2
0.2 0.2 -0.1
0.2 0.2 -0.3
0.2 -0.2 -0.4
0.1 -0.1 0.3
0.2 0.0 -0.1
-0.3 -0.1 -0.1
2.1 -1.1 -1.4
1.3 0.1 -0.2
-0.1 -0.1 0.0
0.2 0.0 0.4
-0.2 -0.2 0.3
0.0 0.1 0.2
-0.7 1.3 -0.6
0.2 -0.4 0.0
0.0 0.3 0.4
0.2 -0.1 0.3
0.2 0.3 -0.4
-0.1 0.3 -0.1
0.2 0.2 0.2
-0.2 0.0 0.2
0.1 -0.5 0.5
-0.1 -0.2 0.0
-0.1 0.4 0.0
-0.2 0.0 -0.4
-0.1 0.0 -0.1
-0.6 -0.3 -0.4
0.1 -0.3 0.5
0.1 0.3 0.0
0.2 0.4 0.2
0.0 0.3 0.1
-0.4 0.7 -0.5
-0.2 0.2 -0.1
0.2 0.5 -0.3
0.0 0.1 0.0
-0.3 0.1 0.1
-0.7 -0.1 0.2
-0.9 0.1 0.0
-1.1 0.1 -0.2
-0.3 -1.0 -0.6
0.4 -0.5 -0.8
0.0 -0.3 0.3
-0.4 0.3 0.9
0.0 -0.2 -0.4
0.2 0.1 -0.1
0.0 -0.3 -0.1
0.3 -0.2 -0.2
-0.2 0.1 0.0
0.3 -0.1 0.2
0.0 -0.1 0.0
0.1 -0.1 -0.1
-0.1 -0.1 0.1
-0.2 -0.2 -0.4
0.0 0.0 -0.2
-0.2 0.0 0.0
-0.2 0.3 0.0
0.0 0.0 0.1
-0.2 0.1 0.2
0.6 -0.2 0.7
-0.2 -0.3 1.1



DFT (ωB97M-V/def2-TZVPD) results for C32H37I2N3O3PS2TeTi as an isolated structure at a distorted geometry.

## Properties
Gap between HOMO and LUMO (spin up / spin down) in eV: 5.74 / 5.08
Maximum force in eV/Å: 2.9
Electronic energy in hartree: -4482.31618
<S²>: 0.7579
Spin multiplicity: 2
E_HOMO (spin up / spin down) in eV: -6.52 / -6.56

Element x y z (Å)
C: -2.522102 -3.499884 1.584592
C: -0.729545 1.569081 -0.808553
C: -2.275019 -4.668326 -1.933203
Ti: -0.107533 -1.344447 0.833642
H: -2.171497 0.363954 -5.486129
H: 5.489929 -0.338389 3.359880
H: 2.745417 7.192635 1.855610
N: -1.364074 2.718623 -1.170026
C: -1.228574 -2.603038 -0.321731
C: -3.636921 3.385942 -5.161238
C: 0.681537 3.421762 -2.288225
C: -3.528076 3.537831 -3.790073
N: 1.947526 -3.043290 -0.552499
H: -0.156841 -5.760871 4.348150
S: -1.640061 0.351118 -0.002211
C: 3.952265 -1.668266 2.675090
H: -3.238303 1.885910 -0.998626
H: 1.801530 3.058219 1.423767
H: 0.607748 -3.876116 5.854679
H: -0.119795 -4.649594 2.972316
C: 2.756442 6.290136 1.264344
H: -0.341757 -1.904960 -2.144991
H: 0.355996 3.007903 -3.251075
C: -3.481933 -5.582208 0.009737
C: 3.318473 6.296132 -0.000100
C: -2.610969 -4.634429 -0.565809
C: 2.226461 3.966010 1.014233
C: -3.135995 2.252374 -5.775710
H: -1.251871 -4.364572 4.312579
N: 1.408614 2.405543 -1.564425
C: 0.655182 1.432499 -0.959855
H: -1.220182 -3.725294 -3.529242
C: -3.833688 -5.501688 1.328084
O: 2.854983 -2.403931 3.196143
H: -1.148811 4.562290 -2.099758
C: -0.556581 3.865306 -1.503055
C: -2.548486 1.257917 -5.010771
C: -0.957550 -2.671544 -1.671420
C: 3.328462 5.138554 -0.758591
H: 1.785120 5.101286 2.761651
H: 3.773847 5.147468 -1.744594
H: 2.307730 -2.737229 -1.451808
P: 1.333214 -1.872535 3.088935
C: 2.216419 5.121529 1.773650
C: 2.752623 2.711040 -1.101391
H: -3.699902 -4.348207 3.139172
H: 3.747987 7.204177 -0.398213
C: 0.785532 -3.873623 4.775088
H: -4.110179 4.156602 -5.750465
Te: 1.121611 0.459917 2.828283
C: -1.475290 -3.701911 -2.477626
H: 1.794597 -4.245562 4.574357
H: -3.890515 -6.359981 -0.619328
H: 3.899680 -0.030641 4.072556
H: -4.511429 -6.222729 1.760027
S: 1.446290 -0.040303 -0.536076
H: -2.677916 -5.462994 -2.545571
C: -2.092070 -3.578293 0.241481
H: 1.479158 -3.933935 -0.694851
H: 4.854505 -1.427682 4.607349
H: -0.236723 4.366095 -0.579168
H: 4.660752 -2.415614 2.303823
O: 0.694609 -2.489379 4.404773
C: 2.780921 3.962977 -0.259400
H: -1.999521 0.624062 -3.043295
H: -3.208976 2.140062 -6.847878
C: -2.448700 1.406278 -3.640228
I: -2.200236 -1.701838 2.677835
H: 3.623796 -1.034798 1.835780
C: -0.254238 -4.717325 4.053831
O: 0.753077 -2.588671 1.854816
H: 3.099090 1.853980 -0.518819
H: 2.747075 -3.213442 0.051810
C: 4.592854 -0.809796 3.752474
H: 3.408345 2.828400 -1.970688
H: -3.222692 3.647256 -1.179158
C: -2.765203 2.717854 -1.525984
H: -3.920804 4.423997 -3.313846
C: -2.929191 2.553319 -3.017850
I: -2.313493 0.830439 4.328379
C: -3.364625 -4.441252 2.113918
H: 1.338467 4.272108 -2.469281

Force components x, y, z for each atom (eV/Å):
-0.2 -0.3 0.0
-0.9 0.2 0.6
0.1 0.0 -0.2
0.1 1.5 -2.5
0.0 -0.1 0.0
0.1 0.1 0.0
0.0 0.1 0.1
0.5 -0.6 0.1
-0.4 -0.5 -0.2
0.0 0.0 -0.2
-0.5 0.3 -0.2
0.0 -0.1 0.2
0.1 0.1 -0.1
0.0 -0.1 0.1
-0.1 0.3 -0.2
0.6 0.4 -0.3
0.0 0.2 0.0
0.0 -0.1 0.0
0.1 0.0 -0.2
-0.1 0.0 0.1
0.0 0.1 0.0
0.0 -0.1 0.1
0.1 0.1 0.0
-0.1 -0.1 0.2
0.0 0.1 0.0
0.1 0.3 0.2
0.0 -0.1 0.0
-0.1 0.0 -0.1
0.0 -0.1 -0.1
-0.5 -0.3 0.4
1.0 -0.1 -0.1
-0.1 0.0 0.0
-0.1 -0.2 -0.3
-1.0 -0.1 0.2
0.0 -0.1 0.0
0.5 0.3 -0.2
0.1 -0.1 0.0
0.1 0.4 0.1
0.0 -0.1 0.0
-0.1 0.0 0.1
0.0 0.0 -0.1
0.0 -0.1 0.0
1.5 0.0 2.0
-0.1 -0.1 0.0
0.3 -0.1 0.0
0.0 0.0 0.1
0.0 0.1 0.0
-0.1 -0.6 0.1
0.0 0.1 -0.1
-0.3 -0.7 0.6
0.0 -0.1 0.0
0.0 0.1 0.1
0.0 -0.1 -0.1
0.1 0.0 0.0
0.0 -0.1 0.0
-0.3 -0.3 -0.3
0.0 -0.1 -0.1
-0.2 -0.3 -0.2
0.0 0.1 0.0
0.1 0.0 0.1
-0.1 0.0 -0.1
-0.1 0.1 0.0
0.2 0.8 -0.7
0.1 0.0 -0.1
0.0 -0.1 0.1
0.0 0.0 -0.1
0.0 -0.1 0.0
-0.6 -0.2 -0.1
0.1 -0.2 0.1
0.1 0.3 0.0
0.6 -1.2 0.7
0.0 0.1 -0.2
-0.1 0.0 0.0
-0.3 -0.2 -0.2
0.0 0.0 0.1
0.0 0.0 0.0
-0.4 -0.1 0.1
0.0 0.1 0.1
-0.1 0.1 0.0
-0.1 0.7 0.4
0.3 0.3 0.2
0.0 0.0 0.0



Q: Number 2 is which compound?
A: C32H37F3N3



Q: The highest electronic energy belongs to which entry?
A: C32H37F3N3



Q: What is the electronic energy in the second record?
A: -1705.19613 hartree



Q: Among the records above, which one has the lowest electronic energy?
A: C32H37I2N3O3PS2TeTi